1.
Computed, not measured: C24H64F2N5Ni2O18PS2 as an isolated structure, with wB97M-V/def2-TZVPD.

Geometry as XYZ:
```
118
Properties=species:S:1:pos:R:3:forces:R:3
H -5.1397 -1.3029 -0.2510 0.289 -0.373 -0.066
N 2.3788 -3.0388 -3.1402 -1.901 -1.333 -1.162
C -1.9628 2.6052 0.2457 0.022 2.147 -0.532
H -1.3295 -3.5578 -1.0838 0.530 0.763 -0.203
H 0.3948 -4.7752 0.2661 0.387 0.133 0.317
H -7.2188 0.9578 -0.8923 -0.128 -0.326 0.701
H 3.0702 -5.6371 -2.6572 0.287 -0.530 0.075
O 1.2915 -5.9900 -3.6471 -0.476 0.051 1.084
O 0.3047 3.0192 -3.7526 -0.466 2.188 1.525
H -2.7645 2.9939 2.6994 -0.180 0.002 0.402
H -1.0062 4.7802 -0.8384 0.492 0.040 0.605
H -1.5452 -0.3933 -5.0016 -0.445 -0.200 -0.408
O 1.8549 2.4137 9.6349 -0.544 -1.170 -1.599
H -1.4874 4.1867 2.3827 0.222 -0.008 1.075
C 2.5773 3.5451 10.0101 0.673 -0.086 -0.281
C -2.5299 3.9306 2.1938 1.916 -0.572 1.681
H -1.2459 0.6512 5.3472 -0.439 0.182 0.025
S 4.1117 1.6365 -2.0444 2.759 4.667 0.775
C 1.9967 -5.5676 -2.4816 0.073 2.670 -1.345
H -3.7126 -3.7992 -0.5115 -0.276 0.385 -0.470
O 0.4556 1.3371 -1.4053 -1.227 -0.530 -0.479
N -3.1796 -1.6567 -1.0684 -1.041 -3.759 0.171
Ni 1.1489 3.2607 -1.7260 0.674 -1.452 0.550
H 2.1493 -7.8055 -3.8084 0.252 -0.348 0.247
F -0.7008 -0.6844 -0.6834 1.217 -0.486 -0.608
C -1.2821 -1.2964 -4.4509 -0.042 0.569 -1.278
O 1.5041 -0.0892 0.4039 -2.223 -2.073 -2.288
H -1.9637 2.1952 -1.8768 0.565 0.098 -0.176
H 4.3411 -0.6678 -2.2523 0.561 1.677 -1.295
H -0.3220 1.2484 -4.5205 0.325 -0.297 -0.108
H -5.3500 -0.0279 -2.2855 -0.364 0.103 0.028
H -1.4883 -0.9724 -3.4308 0.669 -0.736 0.582
H 2.8221 4.2251 9.1942 0.318 -0.232 -0.435
O 1.8993 3.9007 -0.1041 -4.533 3.727 -6.326
H 1.7055 -6.1417 -1.6020 -0.075 0.122 0.019
H -1.1153 -2.5786 0.4822 0.263 -0.207 -0.146
H 1.7353 0.6973 8.5455 0.078 -0.253 0.862
H -0.6161 4.5867 -4.8169 0.243 0.102 0.012
C -6.5103 1.7558 -1.1142 -1.469 -0.199 -0.289
C -4.6707 0.3556 -1.5242 0.542 0.030 -0.074
H 0.5568 2.2627 6.8627 -0.463 0.380 -0.252
O -1.6113 -4.6447 0.5731 -2.319 1.013 -0.661
H 0.5322 2.3552 -5.6504 -0.433 -0.035 -0.363
H 1.8804 -2.1740 -2.9860 0.379 0.255 1.192
H 0.1286 -3.2762 -5.8008 0.378 -0.871 -0.153
H -0.9181 2.5363 0.5491 -0.005 -0.481 0.236
H -6.7024 1.8382 -2.1839 0.572 0.602 -0.438
H 2.1470 -3.9663 -1.2414 0.380 0.616 0.169
H 2.7421 2.9898 7.0318 -0.296 0.524 0.412
H 2.0009 4.1930 10.6705 -0.197 -0.552 0.370
O 3.9609 0.8122 -0.8345 0.150 -2.773 -0.040
C 1.8476 -3.2082 -4.5270 0.482 0.167 -0.293
H 0.5663 -0.0519 7.0684 -0.547 -0.381 -0.098
C -1.6735 -3.3311 -0.0747 -0.625 -2.125 0.160
H 5.4353 -2.0024 -2.5410 0.438 0.791 0.050
H -1.8131 1.0884 3.0024 -0.212 0.301 0.297
H 0.6911 -3.8520 -2.0795 -0.290 -0.180 -0.411
O 1.5861 3.8160 2.3390 -0.035 0.653 -1.486
H -0.4304 1.2124 1.9199 0.089 -0.426 0.064
H -3.1442 4.7379 2.5927 -0.355 -0.023 -0.649
H -3.8611 0.8397 -2.0705 0.540 -0.573 -0.051
C -1.2036 4.7199 -2.7532 1.193 2.468 -1.284
H 4.4877 -1.7762 -1.1834 0.213 -0.458 0.718
O 0.0364 -1.5730 -4.8879 0.554 -0.176 1.956
H -0.2426 -3.5874 -4.1393 -0.367 0.505 0.417
H -3.0187 3.4573 -1.3375 0.152 0.665 -0.248
H 1.5064 1.5226 -4.5535 -0.224 -0.100 0.940
H -1.8829 -2.1517 -4.7600 -0.609 0.261 0.265
H -2.6090 1.7500 0.4435 0.340 -0.394 -0.079
H 2.1245 -4.2231 -4.8123 -0.032 0.388 -0.766
H 3.4106 1.5718 6.7758 -0.483 -1.003 -0.794
H 3.4202 1.1158 8.8281 0.126 0.375 0.771
H -0.5262 -0.8663 4.8115 0.060 -0.537 0.774
H -1.1072 -0.3897 2.4774 0.259 -0.436 -0.318
C 2.4596 1.9444 7.1563 0.868 1.925 -0.887
O 2.8522 2.3346 -2.2780 -3.023 -0.115 -1.760
H 3.4722 3.1441 10.4860 0.444 0.736 0.281
P 0.7087 -0.0230 -0.8877 4.553 3.050 1.042
O -2.5554 3.7519 0.8485 -1.570 0.718 -2.326
O 4.5431 0.8045 -3.1946 -0.853 -0.351 0.546
H 1.5940 -0.1730 5.6484 0.619 0.194 0.364
C -0.8555 0.6372 2.7424 -0.067 0.312 0.264
O -5.2139 1.4384 -0.7660 0.289 -0.520 0.054
C 0.3768 -2.9657 -4.7858 -0.618 -0.366 -0.721
C -4.2367 -0.7943 -0.5886 1.146 2.035 0.341
H 3.8443 -2.2092 -2.6299 -1.106 -0.629 -0.470
H -2.1922 5.1764 -2.7050 -0.598 -0.652 -0.732
S 2.4507 3.6045 1.1534 3.854 -0.212 6.515
O 0.0711 0.7083 3.7804 0.881 0.632 0.128
C -0.3931 -5.1703 0.9075 0.873 -0.168 0.711
Ni 3.4029 0.2829 0.9428 -0.355 1.697 0.126
H -0.5984 5.6256 -2.7927 0.431 0.187 0.038
C 0.5062 1.9470 -4.6401 -0.248 0.476 -1.013
H 0.8768 -7.7340 -2.5602 0.224 0.321 0.439
H -0.2516 -5.0279 1.9789 0.783 0.607 0.107
C 2.4376 1.5290 8.6002 -1.443 -0.071 0.520
C 1.1921 -7.3615 -3.5349 -0.113 -1.990 -0.894
H 2.2392 -2.3854 -5.1252 1.042 -0.430 -0.227
H 0.4614 -7.8419 -4.1856 -0.150 0.676 -0.544
C 0.8008 0.4141 6.1113 0.215 -0.357 -1.744
O 5.0261 2.7293 -1.7211 0.838 -1.227 -0.703
C -3.1572 -2.9204 -0.1838 1.694 0.851 -0.212
H -3.4365 -2.7107 0.8487 -0.480 0.282 0.070
N -0.8737 4.0845 -1.5585 -1.752 -2.756 2.473
H -6.8446 2.6602 -0.6059 0.248 -0.018 -0.010
O 2.6014 2.1738 0.9775 0.929 -4.672 0.946
C -0.3203 0.1858 5.0082 0.107 0.767 0.824
C -2.0102 3.0617 -1.2173 1.003 -0.830 -0.015
N 1.2614 1.8063 6.3011 0.112 -1.072 0.656
O 3.7524 4.2636 1.2321 -0.671 0.241 0.557
H -2.2311 -1.3276 -0.9583 -0.989 0.762 -0.133
N 4.5584 -1.6518 -2.1832 0.405 -1.299 1.142
H -3.7517 -0.2981 0.2521 -0.796 0.410 0.723
H -1.6941 3.3441 -4.2970 -0.025 -0.477 -0.028
H -0.3547 -6.2582 0.8525 -0.472 -0.218 -0.645
F 1.6479 -0.7185 -2.1648 -2.632 0.734 2.632
C -0.8321 3.9285 -3.9753 -0.119 -1.809 -1.274
C 1.7480 -4.0550 -2.2519 0.179 -0.303 1.264
```
Forces are in eV/Å.

Multiplicity: 6
Kohn-Sham gap (spin up / spin down): 0.168 / 0.224 Ha
Total energy: -188706.9832 eV
LUMO (spin up / spin down): 1.88 / 1.87 eV
Charge: -1

---

2.
Computed, not measured: C7H15CdN2S as an isolated structure, with wB97M-V/def2-TZVPD.

Geometry as XYZ:
```
26
Properties=species:S:1:pos:R:3:forces:R:3
C -0.5798 1.8452 3.1318 0.569 0.156 0.543
H -0.1828 -1.4460 -4.4417 -0.171 0.231 -0.098
H -1.4980 -0.3837 -4.4090 0.695 -0.206 0.347
H 2.1005 1.6754 -0.3761 -0.040 -0.117 -0.118
S -0.6290 -1.4744 0.8201 -0.206 -1.080 0.052
H 0.8900 0.8218 -1.4063 1.532 0.091 0.107
H -2.2784 -3.2387 -2.8394 0.100 0.405 0.262
H 1.1390 2.7003 4.2300 -0.469 -0.818 -0.628
Cd -1.3909 -0.4883 -1.5182 -0.655 1.313 0.114
N -2.2998 -2.7230 -1.9476 -0.680 -1.320 -0.367
H -2.1186 0.8174 1.9972 0.961 -0.135 0.119
N -0.5698 -0.6006 -4.0082 -0.004 -0.166 -0.798
H 2.6755 0.8528 3.5192 -0.381 0.016 -0.076
H 1.8735 -1.0431 2.1062 -0.613 0.712 0.132
H 2.6103 0.1185 -1.0864 -0.700 0.388 -0.086
C 0.7548 1.8632 3.5958 0.109 0.201 -0.257
H -3.2940 -2.5110 -1.7924 0.479 0.025 0.049
C -1.0598 0.8136 2.3299 0.555 -0.500 -0.208
C 1.6297 0.8356 3.1882 -0.141 0.156 0.400
C 1.9977 1.0304 -1.2559 -0.251 -0.088 -0.151
H 2.4289 1.5598 -2.1275 -0.369 -0.192 0.299
H -2.0362 -3.4179 -1.2437 -0.031 0.244 0.088
H 0.0513 0.1809 -4.2209 -0.158 -0.106 0.079
C 1.1893 -0.2187 2.3961 -0.744 0.241 -0.173
C -0.1668 -0.2408 1.9238 0.467 0.941 0.544
H -1.2366 2.6711 3.4349 0.144 -0.392 -0.175
```
Forces are in eV/Å.

Multiplicity: 1
Kohn-Sham gap: 0.170 Ha
Total energy: -25882.2602 eV
LUMO: 3.46 eV
Charge: -1

---

3.
Computed, not measured: C22H32Cl2N4RuSSeSi2 as an isolated structure, with wB97M-V/def2-TZVPD.

Geometry as XYZ:
```
65
Properties=species:S:1:pos:R:3:forces:R:3
Si 0.4788 0.9552 -2.1337 -0.222 -0.062 0.849
C 2.9319 4.7029 -0.1124 0.043 -0.037 0.024
C -2.4568 1.6005 1.9271 -0.007 0.088 -0.043
H 2.6193 -0.2877 -2.0730 -0.016 0.004 0.000
H -6.4058 0.7089 2.9021 0.009 0.002 0.002
H 2.1905 5.4991 -0.0783 -0.017 -0.012 0.024
H 3.5990 4.8782 -0.9529 -0.016 0.007 -0.018
C 3.7026 4.5499 1.2182 -0.007 -0.049 -0.014
C -1.8423 -1.8534 -4.0572 0.022 -0.001 0.072
H -1.0519 -3.8225 -1.8668 -0.036 -0.021 0.054
N 3.2407 3.2371 1.6927 -0.025 -0.031 0.053
C -5.7232 0.7340 4.9446 0.038 0.009 0.090
C -2.9554 -1.1797 -0.5562 -0.138 0.058 0.286
H 1.6247 3.1571 -0.9750 0.041 0.025 -0.076
C -3.3734 1.2077 5.3785 -0.013 0.005 -0.078
H 2.9168 1.4170 -1.7312 0.038 -0.057 -0.038
Ru -0.0714 0.1805 0.1056 -0.127 0.414 0.794
H -0.7456 -0.2485 -6.8228 0.001 0.002 0.004
H -0.5205 1.1658 4.4922 0.027 -0.004 -0.007
C -0.8736 -0.4824 -5.7741 -0.041 -0.053 -0.003
C 0.3056 -2.3985 2.2863 -0.153 0.029 0.010
H -4.8142 0.8227 6.8934 -0.020 0.005 -0.011
H 0.7732 -2.3642 3.2622 -0.004 -0.016 0.016
C -4.6419 0.9135 5.8298 -0.083 -0.018 -0.029
Cl 1.5147 -2.0103 1.0590 -0.051 -0.019 -0.108
H -0.1268 -3.3656 2.0617 -0.020 -0.008 0.032
Si -1.2716 -1.4985 -1.2953 0.777 0.097 -0.333
C -0.6812 -3.2318 -1.0227 -0.095 -0.270 0.083
C 2.4631 2.6255 0.8076 -0.026 -0.193 -0.035
C -5.5731 0.8410 3.5791 0.076 0.001 -0.013
C -0.0427 2.7515 -2.4019 0.073 0.186 -0.174
H 2.5643 0.8844 -3.3829 0.054 -0.009 0.041
H -1.0240 2.7592 -2.8812 0.023 -0.023 -0.012
Cl -1.0148 -1.1788 2.2588 0.263 -0.368 0.244
Se -1.4114 2.0730 0.3877 -0.083 0.105 -0.171
H -3.6561 -1.4535 -1.3536 0.025 -0.040 0.018
H -0.8395 2.9007 4.2508 0.014 0.000 0.013
H -1.0615 -3.6873 -0.1060 0.035 0.003 -0.008
H 4.7806 4.5420 1.0699 0.005 -0.015 -0.007
H 3.5900 2.7715 2.5131 0.033 0.018 0.022
C -0.3829 -0.0204 -3.4499 0.028 -0.032 -0.463
C -3.2250 1.3118 3.9976 0.187 0.036 0.074
H -2.1937 -2.1364 -6.1501 -0.006 0.009 0.005
H -2.4724 -2.6942 -3.7826 0.023 0.018 0.021
N 2.2764 3.3935 -0.2457 -0.179 0.079 0.025
N -3.7645 1.3192 1.8518 0.028 0.017 0.047
C 2.3165 0.7305 -2.3268 0.217 0.017 -0.243
C -1.1871 -1.0923 -3.0775 -0.171 -0.138 -0.382
C -4.2893 1.1342 3.1284 -0.109 -0.013 -0.181
N -2.1037 1.6014 3.2136 0.015 0.082 0.114
H -3.1256 -0.1351 -0.3187 -0.061 -0.004 -0.095
S 1.9147 1.0021 1.1023 -0.158 0.021 -0.403
H -0.0645 1.9425 2.9606 0.030 0.001 -0.015
C -0.2267 0.2712 -4.8124 -0.018 0.098 0.083
H 0.3995 1.0985 -5.1318 0.004 -0.015 0.022
H 0.6474 3.2606 -3.0842 -0.044 -0.016 -0.016
H -2.5489 1.3604 6.0611 -0.007 -0.014 -0.003
H -3.1488 -1.7917 0.3244 -0.037 0.007 -0.022
C -0.7932 1.9275 3.7647 -0.134 -0.012 -0.027
H -0.1490 3.3767 -1.5132 0.020 0.088 -0.023
H 0.4038 -3.3110 -1.0386 -0.017 -0.027 -0.084
C -1.6896 -1.5467 -5.3960 0.038 0.043 -0.022
H -6.7009 0.5125 5.3498 0.016 -0.005 0.013
H -4.2707 1.2913 0.9806 -0.061 -0.001 0.019
H 3.4511 5.3251 1.9375 0.000 0.008 0.000
```
Forces are in eV/Å.

Multiplicity: 1
Kohn-Sham gap (spin up / spin down): 0.248 / 0.248 Ha
Total energy: -148846.0351 eV
LUMO (spin up / spin down): -7.06 / -7.07 eV
Charge: +2

---

4.
Computed, not measured: C11H14BFeN7 as an isolated structure, with wB97M-V/def2-TZVPD.

Geometry as XYZ:
```
34
Properties=species:S:1:pos:R:3:forces:R:3
N -1.0784 -0.3319 -1.5784 -1.442 0.000 -3.910
C -2.8290 -1.3952 -0.9155 1.220 0.259 2.822
H -0.3550 4.9410 0.0961 0.080 -0.459 -0.014
C -1.8166 -0.5756 -2.7026 3.316 1.626 1.136
N 0.0751 1.7493 -0.6004 -0.342 0.093 -0.399
H 0.0858 3.2683 -2.0780 -0.013 -0.016 0.414
N 1.3905 -0.3881 -0.9535 -0.129 -0.132 -0.452
C 2.4173 -0.9557 -1.6364 -0.166 -0.039 0.546
H 0.5195 0.8740 -2.6179 -0.267 -0.346 0.347
H -3.7670 -1.6245 -2.9601 0.246 0.124 0.242
Fe 0.0000 0.0000 1.7504 0.884 5.678 -4.904
H 0.4048 -0.6080 3.0189 4.265 -2.932 -0.246
H -0.4261 3.1755 2.2445 0.058 0.064 -0.369
C -0.0136 3.0362 -1.0188 -0.104 -0.232 0.420
H -3.5046 -1.8794 -0.2066 0.208 0.201 -0.388
H -1.4671 -0.2463 -3.6814 -0.171 -0.108 0.357
C 0.0000 0.0000 3.7504 -1.397 5.387 14.038
N -0.0879 1.7200 0.7508 -0.257 0.046 0.557
H -0.8789 -1.7868 3.2503 0.173 -0.408 -0.511
N 0.0000 0.0000 5.0114 -0.157 0.173 -9.308
N 1.4852 -0.7048 0.3607 -0.293 -0.039 0.804
N -1.6948 -0.8349 -0.4752 -2.784 -1.530 0.040
H 2.5085 -0.8087 -2.7119 0.012 -0.055 0.425
B 0.2302 0.4742 -1.5101 1.653 1.289 0.050
C 3.2068 -1.6671 -0.7335 -0.332 0.214 0.207
C 2.5801 -1.4732 0.5122 0.008 0.069 -0.447
C -0.2271 -1.5866 2.3899 -2.067 -7.846 0.020
C -0.2793 2.9840 1.1831 0.103 0.035 -0.734
H 2.8648 -1.8311 1.5020 0.001 0.097 -0.409
H 0.5682 -2.3381 2.2794 -0.234 0.193 0.180
H 4.1120 -2.2342 -0.9450 -0.381 0.270 0.111
C -2.9627 -1.2633 -2.3192 -1.134 -0.646 -0.388
C -0.2388 3.8587 0.0859 0.014 -0.285 0.131
H -0.8219 -1.5478 1.4581 -0.573 -0.743 -0.369
```
Forces are in eV/Å.

Multiplicity: 5
Kohn-Sham gap (spin up / spin down): 0.270 / 0.171 Ha
Total energy: -57104.6258 eV
LUMO (spin up / spin down): -8.71 / -11.36 eV
Charge: +2